Entry 1:
Formula: C13H29AlN4OS
Source: the Open Molecules 2025 dataset
Level of theory: the ωB97M-V functional and the def2-TZVPD basis

Positions of all 49 atoms, in Å:
1 N 0.947 -3.976 0.527
2 C 0.650 -2.639 -0.050
3 Al -1.323 -2.172 -0.168
4 C -2.371 -3.246 -1.539
5 C -2.988 -4.502 -0.902
6 S -4.746 -4.774 -1.407
7 C -5.530 -3.906 -0.111
8 N -5.804 -4.283 1.061
9 N -6.402 -3.186 1.690
10 C -6.437 -2.269 0.852
11 O -5.900 -2.632 -0.347
12 H 1.734 -3.918 1.159
13 H 0.179 -4.310 1.094
14 H 1.159 -2.537 -1.011
15 H 1.100 -1.874 0.609
16 H -1.367 -0.577 -0.635
17 H -2.085 -2.236 1.254
18 H -3.140 -2.584 -1.916
19 H -1.755 -3.561 -2.380
20 H -3.027 -4.374 0.174
21 H -2.423 -5.403 -1.095
22 H -6.826 -1.279 0.945
23 C 3.208 4.128 2.192
24 C 3.231 4.011 0.664
25 C 1.846 3.896 0.038
26 N 1.291 2.493 -0.147
27 C -0.149 2.500 0.254
28 C 1.386 2.064 -1.597
29 C 2.801 1.544 -1.738
30 C 3.044 0.803 -0.421
31 C 2.035 1.386 0.576
32 H 2.578 3.376 2.668
33 H 4.214 4.027 2.597
34 H 2.827 5.105 2.491
35 H 3.889 3.202 0.344
36 H 3.683 4.926 0.276
37 H 1.843 4.350 -0.950
38 H 1.128 4.448 0.641
39 H -0.668 3.239 -0.352
40 H -0.212 2.752 1.310
41 H -0.562 1.510 0.075
42 H 0.653 1.269 -1.741
43 H 1.146 2.905 -2.242
44 H 3.503 2.373 -1.855
45 H 2.912 0.899 -2.605
46 H 4.072 0.918 -0.079
47 H 2.865 -0.265 -0.533
48 H 2.482 1.758 1.490
49 H 1.307 0.621 0.842

Results
2S+1: 1
Total charge: 0
Electronic energy in eV: -39387.480
Kohn-Sham gap in eV: 6.87
LUMO level in eV: -0.301
Highest occupied orbital energy in eV: -7.2

Entry 2:
Formula: C13H29Br3O18S5
Source: the Open Molecules 2025 dataset
Level of theory: the ωB97M-V functional and the def2-TZVPD basis

Positions of all 68 atoms, in Å:
1 O 8.644 10.447 1.054
2 S 7.663 11.388 0.644
3 O 7.749 12.777 1.213
4 O 7.557 11.581 -0.994
5 C 8.128 10.498 -1.677
6 C 7.729 10.485 -3.222
7 C 5.978 10.667 1.119
8 H 7.602 9.580 -1.412
9 H 9.214 10.428 -1.623
10 H 7.632 9.479 -3.632
11 H 8.370 11.186 -3.756
12 H 6.775 11.011 -3.250
13 H 5.384 10.546 0.213
14 H 5.527 11.375 1.814
15 H 6.227 9.687 1.526
16 O 12.145 4.306 -3.111
17 S 12.745 5.425 -3.738
18 O 13.167 5.457 -5.101
19 O 11.712 6.736 -3.498
20 C 11.549 7.617 -4.553
21 C 10.897 8.899 -3.937
22 C 14.105 6.068 -2.806
23 H 10.904 7.120 -5.277
24 H 12.539 7.674 -5.006
25 H 10.463 9.548 -4.698
26 H 11.545 9.535 -3.334
27 H 10.049 8.685 -3.286
28 H 14.419 7.044 -3.176
29 H 14.958 5.403 -2.939
30 H 13.685 6.019 -1.801
31 C 13.062 12.113 -1.724
32 Br 11.914 12.574 -0.133
33 Br 14.218 10.510 -1.450
34 Br 13.991 13.660 -2.268
35 H 12.316 11.821 -2.464
36 C 12.564 7.338 0.915
37 C 11.327 8.185 1.081
38 O 10.292 7.367 1.245
39 S 10.605 5.902 0.532
40 O 9.782 5.726 -0.714
41 O 10.550 4.835 1.583
42 O 12.157 6.280 0.151
43 H 13.001 6.884 1.804
44 H 13.412 7.776 0.388
45 H 11.097 8.817 0.222
46 H 11.318 8.837 1.955
47 C 11.742 0.953 -4.146
48 C 12.339 -0.348 -3.760
49 O 11.300 -1.144 -3.167
50 S 9.982 -0.239 -2.797
51 O 9.702 -0.307 -1.350
52 O 8.978 -0.451 -3.829
53 O 10.767 1.144 -3.205
54 H 11.315 0.721 -5.122
55 H 12.504 1.728 -4.227
56 H 13.169 -0.238 -3.062
57 H 12.729 -0.936 -4.591
58 C 15.935 12.250 -7.418
59 C 15.208 12.780 -6.234
60 O 14.187 11.871 -5.913
61 S 14.018 10.618 -7.082
62 O 12.848 10.916 -7.909
63 O 14.040 9.250 -6.443
64 O 15.478 10.881 -7.824
65 H 17.008 12.301 -7.236
66 H 15.701 12.736 -8.365
67 H 14.520 13.568 -6.538
68 H 15.835 13.055 -5.386

Results
2S+1: 1
Energy above the lowest of the compared OMol25 structures with the same formula, charge and spin in eV: 3.005
Total charge: 0
Electronic energy in eV: -315101.454
Kohn-Sham gap in eV: 9.93
LUMO level in eV: -0.786
Highest occupied orbital energy in eV: -10.7